No. 1
# C47H41I2NO4P3Re

A structure of composition C47H41I2NO4P3Re (the ωB97M-V functional and the def2-TZVPD basis, the OMol25 dataset).

multiplicity = 4
total charge = +3
lowest unoccupied orbital energy (alpha / beta) = -9.842 / -9.839 eV
frontier orbital gap (alpha / beta) = 0.2306 / 0.2301 Eh
HOMO level (alpha / beta) = -16.119 / -16.100 eV

Last column: Löwdin charge in e.
Geometry (Å):
Re1 -0.4843 0.0492 0.2235  1.2732
I1 3.4390 -2.0461 -0.3835  0.9763
C1 2.4859 -1.4497 -2.1344  -1.0131
I2 1.0281 0.1598 -1.9949  1.1852
H1 1.9100 -2.2643 -2.5553  -0.0353
H2 3.1933 -0.9896 -2.8215  -0.0138
O1 0.6276 -1.1506 1.4318  -0.5340
P1 1.2002 -0.9579 2.8715  0.8238
C2 2.1747 0.5749 2.8215  -0.2656
P2 1.1620 2.0371 2.4408  0.8544
O2 0.1038 1.5773 1.3954  -0.5348
C3 2.1841 3.2906 1.7200  -0.2883
C4 2.8708 2.9930 0.5360  -0.0933
C5 3.6879 3.9416 -0.0444  -0.0445
C6 3.8325 5.1891 0.5552  -0.0230
C7 3.1549 5.4892 1.7263  -0.0317
C8 2.3270 4.5447 2.3137  -0.0463
C9 0.3642 2.5893 3.9224  -0.3072
C10 -1.0211 2.7263 3.9581  -0.0620
C11 -1.6302 3.1907 5.1140  -0.0443
C12 -0.8640 3.5093 6.2238  -0.0293
C13 0.5189 3.3586 6.1937  -0.0392
C14 1.1370 2.8950 5.0477  -0.0845
C15 -0.1310 -0.7432 4.0308  -0.3107
C16 0.1524 -0.5151 5.3795  -0.0625
C17 -0.8841 -0.2976 6.2669  -0.0370
C18 -2.2016 -0.3080 5.8216  -0.0319
C19 -2.4908 -0.5442 4.4862  -0.0375
C20 -1.4520 -0.7669 3.5949  -0.0777
C21 2.2503 -2.2826 3.3819  -0.3083
C22 1.6769 -3.4097 3.9747  -0.0493
C23 2.4817 -4.4744 4.3451  -0.0316
C24 3.8512 -4.4154 4.1364  -0.0204
C25 4.4315 -3.2904 3.5616  -0.0434
C26 3.6360 -2.2255 3.1804  -0.1299
H3 2.9472 0.4706 2.0517  0.0647
H4 2.6692 0.7227 3.7844  0.0961
H5 2.7741 2.0144 0.0741  0.0708
H6 4.2212 3.7167 -0.9557  0.1196
H7 4.4787 5.9284 0.1046  0.1266
H8 3.2668 6.4606 2.1835  0.1250
H9 1.7876 4.7962 3.2147  0.1097
H10 -1.6211 2.4697 3.0936  0.0897
H11 -2.7046 3.3048 5.1451  0.1180
H12 -1.3417 3.8769 7.1203  0.1244
H13 1.1117 3.6096 7.0609  0.1237
H14 2.2152 2.7972 5.0337  0.1197
H15 1.1727 -0.5185 5.7404  0.1254
H16 -0.6683 -0.1286 7.3115  0.1253
H17 -3.0046 -0.1459 6.5255  0.1245
H18 -3.5128 -0.5762 4.1380  0.1211
H19 -1.7068 -1.0211 2.5741  0.0679
H20 0.6105 -3.4566 4.1507  0.1193
H21 2.0418 -5.3466 4.8043  0.1242
H22 4.4752 -5.2446 4.4359  0.1270
H23 5.5018 -3.2441 3.4256  0.1234
H24 4.1019 -1.3437 2.7595  0.0859
O3 -3.0665 -0.7141 0.7785  0.0227
C27 -2.6992 -1.6291 0.0473  -0.4241
N1 -1.4275 -1.5537 -0.4725  -0.1261
C28 -1.1262 -2.7302 -1.1956  -0.3933
O4 -0.0699 -2.9243 -1.7347  0.0715
C29 -2.3575 -3.5618 -1.1415  -0.0811
C30 -2.6116 -4.8002 -1.6949  0.0387
C31 -3.8816 -5.3378 -1.4813  -0.0108
C32 -4.8458 -4.6561 -0.7411  -0.0159
C33 -4.5804 -3.4071 -0.1800  0.0353
C34 -3.3225 -2.8812 -0.3990  -0.0863
H25 -1.8639 -5.3279 -2.2689  0.1345
H26 -4.1249 -6.3044 -1.8989  0.1255
H27 -5.8178 -5.1072 -0.6003  0.1244
H28 -5.3254 -2.8784 0.3961  0.1310
C35 -0.8701 3.0799 -1.5242  -0.2427
P3 -1.9285 1.7764 -0.8193  0.8801
C36 -3.0503 1.2821 -2.1357  -0.3569
C37 -4.0791 2.1744 -2.4601  -0.0683
C38 -4.9211 1.9025 -3.5247  -0.0359
C39 -4.7430 0.7472 -4.2735  -0.0320
C40 -3.7195 -0.1366 -3.9607  -0.0460
C41 -2.8718 0.1292 -2.8969  -0.1013
C42 -2.8950 2.5883 0.4687  -0.3743
C43 -2.4778 3.8179 0.9830  -0.1020
C44 -3.2605 4.4798 1.9163  -0.0619
C45 -4.4554 3.9167 2.3422  -0.0447
C46 -4.8714 2.6919 1.8369  -0.0391
C47 -4.0988 2.0257 0.9010  -0.0863
H29 -1.4914 3.9478 -1.7531  0.0768
H30 -0.4395 2.7303 -2.4630  0.0244
H31 -0.0718 3.3673 -0.8410  0.0377
H32 -4.2332 3.0748 -1.8792  0.1174
H33 -5.7162 2.5915 -3.7692  0.1232
H34 -5.4016 0.5380 -5.1039  0.1236
H35 -3.5793 -1.0326 -4.5477  0.1184
H36 -2.0753 -0.5679 -2.6731  0.0635
H37 -1.5577 4.2780 0.6516  0.1026
H38 -2.9455 5.4395 2.2964  0.1210
H39 -5.0747 4.4426 3.0553  0.1218
H40 -5.8106 2.2651 2.1564  0.1203
H41 -4.4393 1.0827 0.4952  0.1001

No. 2
# C3H10NO

A cluster of 2 separate species, C3H10NO in total at a distorted geometry (the ωB97M-V functional and the def2-TZVPD basis, the OMol25 dataset).

multiplicity = 2
lowest unoccupied orbital energy (alpha / beta) = 0.369 / 0.271 eV
frontier orbital gap (alpha / beta) = 0.1507 / 0.2657 Eh
HOMO level (alpha / beta) = -3.731 / -6.960 eV

Last column: Löwdin charge in e.
Geometry (Å):
C1 -2.6098 0.5371 0.5557  -0.1800
C2 -1.3335 -0.1935 0.4363  -0.3525
C3 -0.4251 0.3792 -0.3146  -0.3282
N1 0.5052 -0.3481 -1.2537  0.0893
H1 -2.4245 1.6315 0.3056  0.0700
H2 -2.7907 0.5488 1.7040  0.0852
H3 -3.3954 0.2265 -0.1496  0.0549
H4 -1.1964 -1.1949 0.7694  0.0530
H5 -0.1130 1.4362 0.0288  0.0999
H6 0.0811 -0.8014 -2.0147  0.0934
H7 1.0968 -1.0013 -0.6820  0.1213
H8 1.2583 0.3674 -1.5823  0.1645
H9 3.0238 -0.9855 1.1560  0.0185
H10 3.7582 0.0203 0.4463  -0.0091
O1 2.9220 -0.2685 0.5912  0.0199

No. 3
# C30H64FNO14P3S

A cluster of 4 separate species, C30H64FNO14P3S in total at a distorted geometry (the ωB97M-V functional and the def2-TZVPD basis, the OMol25 dataset).

multiplicity = 1
total charge = +1
lowest unoccupied orbital energy = -4.384 eV
frontier orbital gap = 0.2437 Eh
HOMO level = -11.016 eV

Last column: Löwdin charge in e.
Geometry (Å):
C1 3.8085 4.9141 -0.5579  -0.0564
C2 2.7494 6.0337 -0.5879  -0.2400
O1 2.3180 6.3005 -1.9284  -0.1441
C3 1.0005 5.8970 -2.1980  -0.1900
C4 0.9256 4.3712 -2.2508  -0.1317
O2 -0.3521 4.0393 -2.8180  -0.0208
C5 -0.6537 2.7365 -2.9220  -0.1865
C6 0.3060 1.7520 -3.1045  0.0799
C7 -0.1028 0.4326 -3.2136  -0.0104
C8 -1.4335 0.1434 -3.1754  -0.0958
N1 -2.3566 1.1156 -3.0089  -0.3244
S1 -4.0209 0.6069 -3.0220  0.9869
C9 -2.0205 2.4161 -2.8614  -0.1236
C10 -3.0141 3.5183 -2.6587  -0.0554
C11 -3.9231 3.4068 -1.3984  -0.3938
C12 -5.3847 3.5449 -1.8025  -0.0443
F1 -3.6291 4.4226 -0.5134  0.0052
H1 3.8982 4.5372 -1.5770  0.0721
H2 3.4105 4.0839 0.0283  0.0685
H3 4.7660 5.2494 -0.1741  0.0738
H4 3.1175 6.9616 -0.1524  0.1199
H5 1.8788 5.7265 -0.0003  0.1089
H6 0.7371 6.3088 -3.1727  0.1388
H7 0.2995 6.3006 -1.4586  0.1353
H8 1.0098 3.9524 -1.2451  0.1415
H9 1.7620 4.0520 -2.8747  0.1297
H10 1.3594 1.9856 -3.1459  0.1333
H11 0.5701 -0.4042 -3.3354  0.1254
H12 -1.7836 -0.8729 -3.2710  0.1303
H13 -4.0201 -0.1761 -1.9285  -0.0645
H14 -2.4974 4.4679 -2.5465  0.1327
H15 -3.6477 3.6373 -3.5412  0.1372
H16 -3.7559 2.4307 -0.9350  0.1187
H17 -6.0503 3.6160 -0.9462  0.0873
H18 -5.6856 2.7925 -2.5236  0.0481
H19 -5.4429 4.5041 -2.3284  0.0960
O3 1.9997 -4.3092 -1.9200  -0.2225
P1 3.1558 -4.3189 -1.0065  0.4749
O4 2.7088 -4.9277 0.4121  -0.1847
C13 2.1677 -6.2531 0.4759  -0.2641
C14 3.2137 -7.3174 0.2085  -0.0689
O5 3.3412 -2.7623 -0.5648  -0.1948
C15 2.5126 -1.7582 -1.1202  -0.2993
C16 1.2207 -1.5973 -0.3366  -0.0633
O6 4.7356 -4.5668 -0.9342  -0.2011
C17 5.4485 -5.3940 -1.8825  -0.2444
C18 4.8873 -5.3576 -3.2888  -0.0760
H20 1.3356 -6.3474 -0.2262  0.1137
H21 1.7682 -6.3691 1.4818  0.1206
H22 3.5228 -7.3041 -0.8411  0.0648
H23 2.8155 -8.3096 0.4188  0.0853
H24 4.0969 -7.1553 0.8270  0.0843
H25 2.3103 -1.9699 -2.1726  0.0944
H26 3.0790 -0.8243 -1.0942  0.1173
H27 0.7730 -2.5535 -0.0701  0.0789
H28 0.4897 -1.0202 -0.9080  0.0446
H29 1.4172 -1.0705 0.5986  0.0811
H30 5.4849 -6.4187 -1.5082  0.1086
H31 6.4768 -5.0355 -1.8881  0.1150
H32 3.8146 -5.5689 -3.3077  0.0634
H33 5.3852 -6.1048 -3.9057  0.0877
H34 5.0421 -4.3787 -3.7446  0.0870
O7 8.3848 -2.8553 4.2288  -0.2188
P2 8.9867 -3.6151 3.1198  0.4647
O8 7.8821 -4.6312 2.5259  -0.1825
C19 6.6443 -4.1130 2.0384  -0.2596
C20 6.8011 -3.3364 0.7466  -0.0686
O9 9.9794 -4.6763 3.8181  -0.1929
C21 10.1813 -4.6747 5.2316  -0.2810
C22 9.1474 -5.5166 5.9554  -0.0729
O10 9.9527 -3.4841 1.8391  -0.1648
C23 10.2147 -2.2441 1.1599  -0.2642
C24 10.2363 -1.0275 2.0635  -0.0819
H35 6.1766 -3.4884 2.8039  0.1172
H36 5.9979 -4.9750 1.8729  0.1136
H37 7.3274 -2.3922 0.9215  0.0703
H38 5.8287 -3.0962 0.3294  0.0567
H39 7.3708 -3.9131 0.0163  0.0804
H40 10.1923 -3.6545 5.6137  0.1040
H41 11.1771 -5.0836 5.4053  0.1163
H42 8.1425 -5.3419 5.5731  0.0715
H43 9.1592 -5.3034 7.0248  0.0774
H44 9.3634 -6.5771 5.8151  0.0748
H45 9.4862 -2.1116 0.3556  0.0987
H46 11.1848 -2.3583 0.6769  0.1204
H47 9.3353 -0.9592 2.6789  0.0625
H48 10.3012 -0.1199 1.4633  0.0816
H49 11.0956 -1.0568 2.7341  0.0874
O11 -12.4502 2.4310 1.4235  -0.2100
P3 -11.1111 2.8960 0.9749  0.5769
O12 -11.6636 3.7533 -0.3377  -0.2332
C25 -12.5737 4.8274 -0.1492  -0.2935
C26 -11.9346 6.0354 0.5116  -0.0817
O13 -10.4502 1.6289 0.2295  -0.1986
C27 -10.9792 0.3130 0.4319  -0.2803
C28 -12.1074 0.0019 -0.5324  -0.0706
O14 -9.6903 3.7352 0.8260  -0.1914
C29 -9.1437 4.5832 1.8387  -0.2878
C30 -9.4253 4.1352 3.2579  -0.0798
H50 -13.4335 4.4869 0.4342  0.1084
H51 -12.9324 5.0994 -1.1420  0.1172
H52 -11.6979 5.8259 1.5597  0.0650
H53 -12.6134 6.8886 0.4953  0.0807
H54 -11.0116 6.3113 0.0006  0.0791
H55 -11.3001 0.1855 1.4653  0.1056
H56 -10.1553 -0.3842 0.2735  0.1123
H57 -12.8024 0.8343 -0.6262  0.0742
H58 -12.6574 -0.8810 -0.2060  0.0803
H59 -11.7058 -0.1931 -1.5283  0.0748
H60 -9.5017 5.6029 1.6834  0.0950
H61 -8.0644 4.6101 1.6768  0.1156
H62 -10.4940 3.9541 3.4218  0.0722
H63 -9.1047 4.9001 3.9645  0.0851
H64 -8.8913 3.2122 3.4886  0.0836

No. 4
# C12H11N5S2

An isolated molecule of C12H11N5S2 at a distorted geometry (the ωB97M-V functional and the def2-TZVPD basis, the OMol25 dataset).

multiplicity = 1
SMILES = c1ccc(Nc2nc(CSc3nc[nH]n3)cs2)cc1
lowest unoccupied orbital energy = 0.573 eV
frontier orbital gap = 0.3078 Eh
HOMO level = -7.803 eV

Last column: Löwdin charge in e.
Geometry (Å):
N1 -3.5362 1.2768 1.4090  0.0541
N2 -2.3527 3.1656 0.7508  0.0885
N3 -0.2163 0.8176 0.9647  0.0809
S1 2.1041 1.2081 -0.2127  1.0579
S2 -1.9695 2.3516 3.2991  0.8966
C1 -2.6039 2.1935 1.6845  -0.7749
C2 -3.0295 2.7091 -0.2612  -0.1451
C3 0.5977 0.3560 0.0629  -0.6142
C4 1.5362 2.2829 1.0422  -0.3606
C5 0.2683 1.9930 1.5741  -0.4089
C6 2.2825 -3.9879 -2.0743  -0.1040
C7 0.9954 -3.7005 -2.6195  -0.0832
C8 2.8711 -3.0296 -1.2655  -0.0857
C9 0.2235 -2.6747 -2.0730  -0.0146
C10 2.1093 -2.0057 -0.6963  -0.0638
C11 0.8058 -1.8391 -1.0550  -0.2507
N4 -3.7388 1.5554 0.1394  -0.0210
N5 0.0661 -0.7906 -0.4707  0.0565
C12 -0.1358 2.5733 2.8648  -0.3818
H1 -3.0076 3.0157 -1.3041  0.1174
H2 2.1158 2.9307 1.5438  0.0226
H3 2.8811 -4.8358 -2.4998  0.1128
H4 0.5768 -4.3851 -3.3771  0.1041
H5 3.9526 -3.2458 -1.1282  0.1152
H6 -0.8048 -2.3724 -2.1910  0.1007
H7 2.5320 -1.2596 -0.0884  0.0467
H8 -4.1173 0.8908 -0.4952  0.1308
H9 -0.8272 -0.9052 -0.0499  0.1326
H10 0.0012 3.6970 2.8716  0.0984
H11 0.4201 2.0149 3.6547  0.0928

Number 1 is which compound?
C47H41I2NO4P3Re